Entry 1:
Computed, not measured: a cluster of 8 separate species, C26H48O18S3 in total at a distorted geometry, with ωB97M-V with the def2-TZVPD basis set.

Geometry as XYZ:
```
95
Properties=species:S:1:pos:R:3:forces:R:3
C 2.833 0.280 -1.231 0.344 -0.903 -0.308
H 3.244 -0.805 2.205 0.588 0.242 0.028
C -4.221 -0.599 0.350 0.563 0.488 0.339
H -3.830 -5.224 -5.713 -0.191 0.372 0.215
O -0.449 5.464 2.265 0.168 0.129 -1.016
H 0.036 -2.999 6.191 -0.136 0.023 -0.090
H 6.832 -1.620 0.314 -0.053 0.223 0.131
H -2.836 -3.697 -5.738 -0.166 0.000 -0.132
H 5.099 -1.211 0.099 0.097 -0.206 -0.419
C 0.264 4.136 3.976 -0.473 -0.966 0.276
H -0.811 3.513 2.145 0.140 -0.266 0.520
H 0.843 3.675 0.598 0.410 -0.176 -0.109
H -0.322 3.689 -1.727 -0.196 -0.144 -0.299
H -0.847 2.718 -4.533 0.033 0.013 0.039
O -0.939 1.060 -1.828 -0.078 0.717 -0.562
C 2.372 -0.763 -3.264 -0.075 0.626 1.036
C 0.027 4.135 2.473 -0.390 -0.084 -0.056
C 3.730 -1.779 2.281 -0.707 -0.040 -0.294
O -2.387 -3.926 -1.151 -0.130 0.150 -0.184
C -2.183 -5.187 -4.347 0.713 0.126 0.954
C -3.760 0.840 0.590 0.050 -0.615 -0.716
H 2.045 4.452 1.675 -0.165 0.167 0.038
O -0.832 -4.159 -2.745 0.778 0.182 0.630
S -0.466 4.942 -3.775 0.449 -0.073 -0.271
H 0.723 0.851 6.337 -0.061 -0.423 0.133
O -0.584 -0.941 -0.893 -0.458 0.978 -0.411
H 1.110 -3.039 1.045 -0.157 0.111 0.078
O -4.254 2.269 2.381 -0.122 0.598 -0.739
H -0.713 0.623 5.315 -0.038 -0.272 -0.310
H 3.183 -0.915 -3.970 -0.129 -0.245 -0.166
H -2.283 -5.264 -6.439 0.129 0.368 -0.120
C 0.789 -2.572 0.110 0.240 0.611 1.248
H -5.142 2.516 0.479 -0.005 0.276 0.305
H 0.884 1.183 4.675 -0.314 -0.139 -0.324
O -1.060 7.240 3.436 -0.093 -0.301 0.546
H 0.452 -1.551 -2.620 0.507 -0.058 0.154
H 1.047 4.701 -1.846 0.145 0.373 -0.566
H 0.964 3.227 -2.855 -0.041 0.145 -0.120
H -1.093 -1.757 0.908 0.073 -0.368 -0.246
O 0.025 0.877 0.221 -0.267 0.798 -0.994
O 0.372 -1.610 3.728 0.103 -0.068 -0.095
O 0.518 5.123 -4.893 -0.484 -0.149 0.473
C 1.233 -1.757 -3.359 -0.284 0.732 0.014
H -5.687 1.145 1.503 -0.171 0.179 -0.186
C -2.091 -4.209 -2.268 0.216 -0.027 0.132
H 0.375 -1.718 7.322 0.019 0.294 -0.094
C -3.021 1.784 2.536 -0.281 -0.956 0.860
H 1.683 -2.112 -0.316 -0.053 -0.389 -0.362
O 5.896 -3.149 2.832 0.083 0.177 0.350
C -4.834 1.745 1.181 -0.361 -0.642 0.295
H -0.456 -3.903 -4.776 -0.151 0.310 0.367
H -3.395 1.233 -0.362 0.261 0.161 0.176
C -0.525 0.410 -0.927 0.092 -1.146 1.452
H -4.984 -0.549 -0.426 -0.281 -0.273 0.247
C -0.043 -1.921 6.336 0.607 -0.605 -0.157
C -0.187 -1.433 0.391 -0.304 -0.958 -0.153
O -2.361 1.990 3.511 0.448 0.175 -0.358
O -2.911 -4.623 -3.233 -0.802 -0.501 -0.177
C -2.840 -4.778 -5.632 0.506 -0.822 -0.202
O -0.174 5.412 4.447 0.142 -0.214 0.171
O 2.983 -0.854 -1.945 0.222 -0.303 -0.119
C -0.630 6.128 3.409 0.384 0.882 -0.523
H -1.080 -1.605 6.263 0.008 0.108 -0.130
H 0.343 -3.358 -0.492 -0.021 0.210 -0.312
H 2.496 1.326 -3.960 0.054 0.062 0.086
H -2.119 3.193 -3.387 0.147 0.122 0.141
H -0.296 -0.143 2.017 0.246 0.800 0.084
H -2.172 3.765 -5.053 0.167 0.352 -0.030
H 3.374 -2.338 1.414 0.162 -0.232 0.130
H 0.009 -5.437 -4.140 -0.142 -0.145 0.400
C 1.927 0.717 -3.258 -0.389 -0.382 -0.893
H -4.549 -1.022 1.299 -0.452 -0.047 -0.171
H 1.606 2.786 1.953 -0.208 -0.155 -0.148
H 0.692 -1.567 -4.290 0.372 -0.527 -0.353
C 1.212 3.747 1.620 -0.052 0.479 -0.065
C 0.300 -0.172 1.109 0.286 -1.824 0.733
S 0.983 -1.181 5.015 -1.210 0.632 0.881
H 0.862 0.815 -3.474 0.052 0.041 0.019
O -2.712 0.901 1.563 0.284 0.307 0.034
H -2.113 -6.270 -4.220 -0.638 -0.018 -0.051
H 3.359 -2.247 3.191 0.287 -0.125 0.049
H -0.362 3.374 4.443 0.114 0.029 0.121
C -0.755 -4.665 -4.045 -0.140 0.049 -1.793
C -1.507 3.529 -4.224 0.015 -0.351 -0.063
C 0.401 4.069 -2.454 -0.232 -0.247 0.730
C 5.806 -1.920 0.530 0.264 0.807 0.225
O 3.265 0.402 -0.124 -0.265 0.370 -0.076
H 1.361 -0.291 1.343 -0.100 0.637 -0.107
S 5.540 -1.792 2.323 -0.077 -0.796 -0.402
H -3.427 -1.253 -0.015 0.147 0.235 -0.108
H 5.730 -2.947 0.180 -0.584 -0.066 0.270
O 2.149 1.174 -1.940 0.053 0.679 0.540
H 1.594 -2.771 -3.210 -0.123 -0.121 -0.350
H 1.309 3.933 4.212 0.042 0.421 0.183
C 0.366 0.508 5.360 1.038 0.399 0.097
```
Positions in Å, forces in eV/Å.

Output
E_HOMO in eV: -8.61
Strongest force on any atom in Eh/bohr: 0.03862
Energy above the lowest of the compared OMol25 structures with the same formula, charge and spin in kcal/mol: 19.4
Charge: 0
E_LUMO in eV: 0.1756
Multiplicity: 1


Entry 2:
Computed, not measured: a structure of composition C3H13NO4 at a distorted geometry, with ωB97M-V with the def2-TZVPD basis set.

Geometry as XYZ:
```
21
Properties=species:S:1:pos:R:3:forces:R:3
H 1.006 2.650 0.958 0.277 0.230 -0.056
O 0.699 -0.464 1.735 0.068 -0.126 -1.277
H -0.491 1.738 1.003 0.183 -0.156 0.321
C 0.122 2.394 0.397 -1.143 -0.322 -0.164
N -0.527 0.662 -1.228 0.017 1.293 2.165
H 1.052 -0.680 2.598 -0.466 0.375 0.727
H -1.354 -1.109 -1.058 -0.346 -0.709 0.637
H 0.945 -1.828 -0.277 0.737 -1.564 -0.226
H -0.544 3.243 0.200 0.512 0.031 -0.131
H -3.330 0.725 0.306 0.561 0.067 -0.140
H 0.952 -1.475 1.321 0.059 -0.062 0.710
H -1.507 0.976 -0.911 -1.394 -0.004 0.064
O 0.731 -1.200 -1.102 -0.123 0.050 1.080
H 1.418 1.063 -0.774 0.250 0.198 0.085
O 1.325 -2.605 0.858 0.323 0.594 -0.843
O -2.360 0.629 0.251 -0.212 -0.072 -0.099
H -0.500 -0.460 0.400 -0.516 0.369 1.392
C 0.507 1.639 -0.893 0.692 -0.317 -0.710
H 0.615 2.344 -1.720 -0.017 -0.135 -0.060
H 1.063 -3.469 1.165 -0.377 -0.027 -0.022
C -0.415 -0.617 -0.782 0.915 0.287 -3.452
```
Positions in Å, forces in eV/Å.

Output
E_HOMO in eV: -9.56
Strongest force on any atom in Eh/bohr: 0.06967
Energy above the lowest of the compared OMol25 structures with the same formula, charge and spin in kcal/mol: 190.7
Charge: 0
E_LUMO in eV: -4.0424
Multiplicity: 1


Entry 3:
Computed, not measured: a structure of composition C58H45N4O3P2PtS2 at a distorted geometry, with ωB97M-V with the def2-TZVPD basis set.

Geometry as XYZ:
```
115
Properties=species:S:1:pos:R:3:forces:R:3
C 3.479 4.689 0.142 0.002 0.118 -0.011
C -0.150 4.121 -2.011 0.106 -0.089 0.001
H -3.752 -1.633 -4.105 0.043 0.003 0.018
N 0.375 -1.943 0.651 -0.169 0.706 0.654
H 4.399 -3.134 2.376 -0.008 0.060 -0.007
H 0.240 -5.286 0.497 0.027 0.045 -0.002
H -3.980 2.284 4.337 0.012 -0.028 -0.022
H 5.476 -1.764 4.142 -0.046 0.015 -0.023
C 3.981 0.704 2.371 -0.002 0.021 -0.037
H 1.645 2.324 4.578 0.023 -0.010 0.022
H -0.282 5.489 -3.684 -0.023 -0.021 0.041
C 1.943 1.432 5.113 -0.083 -0.074 0.119
C -4.851 -0.744 3.104 0.025 -0.016 -0.028
H -3.187 6.424 -3.871 0.017 0.011 -0.010
C 5.374 3.373 -0.470 -0.030 -0.039 -0.011
C -2.820 3.720 -2.293 0.034 0.043 -0.036
C 4.887 -1.289 3.366 0.002 0.002 -0.015
H -0.122 5.414 1.097 0.075 0.034 0.024
C 1.832 6.288 0.823 -0.018 0.019 -0.041
N 0.673 -2.894 2.828 -0.030 -0.065 -0.198
C 2.646 -0.885 6.475 0.031 -0.078 0.035
H 0.708 0.182 -2.153 -0.081 0.031 -0.024
C 4.290 -2.056 2.373 0.019 0.011 -0.015
H 0.992 -1.102 -4.244 0.041 0.035 0.028
C 3.116 6.017 0.449 0.039 0.016 -0.002
C -3.153 -0.699 -2.272 -0.005 -0.021 0.016
H -5.460 -1.608 3.341 0.006 0.027 -0.019
C -4.213 3.708 -2.485 0.015 -0.017 -0.067
H 3.100 -2.045 0.594 0.027 -0.006 0.026
H -2.214 -2.351 0.531 -0.057 -0.019 0.020
H -2.714 -4.284 -0.905 0.022 0.033 -0.023
C 2.989 1.457 6.018 -0.017 0.034 0.031
C 0.910 5.225 0.830 -0.097 0.124 0.015
C 4.517 2.259 -0.419 0.104 0.089 -0.043
H -3.049 5.132 -5.047 0.001 0.003 -0.005
Pt 0.025 0.443 0.464 0.481 2.668 -0.657
H 4.716 -0.818 -1.000 -0.012 0.012 0.010
C 3.404 -0.054 1.357 -0.003 -0.106 -0.064
H -5.205 5.524 -3.053 -0.025 0.005 -0.011
H 4.953 1.288 -0.610 0.007 0.004 0.006
H 5.960 6.240 -1.015 0.013 0.006 0.001
O -1.176 3.515 1.317 0.344 -0.604 0.205
C 3.173 2.331 -0.108 -0.034 -0.219 -0.093
N 4.478 0.293 7.520 -0.051 -0.059 -0.223
C 0.340 -4.297 0.919 0.014 -0.058 0.016
S -0.160 2.865 0.484 -0.647 -0.963 -1.437
H 4.823 1.173 7.854 -0.032 0.041 0.077
O -0.171 1.541 3.212 0.034 0.088 -0.011
C 0.260 -3.167 0.136 0.169 0.219 -0.430
C 4.847 4.597 -0.169 0.054 0.046 0.008
C -2.944 1.932 -0.714 0.096 0.014 0.027
H 1.507 7.285 1.094 -0.008 -0.044 -0.006
H -4.178 -1.569 1.253 -0.028 0.009 0.027
C 4.063 -1.560 -2.891 0.002 -0.002 -0.012
H -6.053 2.803 -1.849 0.050 -0.025 0.021
H 0.092 -3.224 -0.933 0.003 0.014 0.002
H 6.421 3.241 -0.713 -0.036 -0.014 -0.008
H 2.919 -1.784 7.017 -0.002 0.025 -0.043
H 0.612 -4.935 2.964 -0.037 0.022 -0.045
H -3.452 -3.929 -3.247 -0.029 0.010 0.035
H 3.840 1.778 2.397 0.049 0.001 -0.002
N 0.776 -0.566 2.398 -0.854 -0.017 0.327
H 1.043 -1.825 5.391 0.080 0.036 0.006
C 1.599 -0.912 5.576 -0.078 0.074 0.036
S 0.028 0.173 3.636 0.373 -0.350 0.098
O -1.117 -0.577 4.071 0.015 -0.112 0.095
H -2.663 2.322 2.266 -0.013 -0.057 0.043
C -2.152 2.911 -1.364 -0.112 0.003 -0.227
C 4.317 6.919 0.293 0.022 -0.107 -0.006
C -4.021 1.439 3.661 -0.026 -0.011 -0.001
C -2.567 -2.192 -0.480 -0.076 0.066 -0.077
C -2.185 4.661 -3.131 -0.091 0.011 0.002
H 3.152 -2.220 -4.718 -0.007 0.013 0.035
H 0.898 4.344 -1.861 -0.045 0.060 0.013
C 1.249 0.249 4.895 0.117 -0.143 -0.044
H -5.373 0.313 4.893 0.023 0.007 -0.025
H -4.903 1.184 -0.385 -0.003 0.006 -0.017
C -4.584 4.755 -3.512 0.086 -0.041 0.065
H 5.003 -2.063 -3.086 -0.025 0.020 0.003
C 1.654 -0.296 -2.370 0.178 -0.043 0.007
C 0.586 -1.839 2.001 0.087 0.023 0.327
C 3.557 -1.441 1.370 0.034 -0.001 -0.008
C -4.311 1.930 -0.903 -0.095 0.105 -0.007
H 6.264 5.966 0.689 0.014 0.007 0.005
C -3.415 -1.792 -3.088 0.012 -0.017 0.006
H 4.514 7.478 1.207 -0.008 0.002 0.007
C 5.485 5.963 -0.074 -0.117 -0.054 -0.008
C 3.022 -1.651 -3.806 0.024 0.001 0.007
H 4.140 7.651 -0.496 -0.012 0.020 0.009
C -4.974 2.835 -1.757 -0.063 0.004 -0.022
P 2.351 0.728 0.094 0.283 -0.975 -0.037
C -3.320 0.375 1.620 0.032 -0.085 -0.023
C -0.775 3.229 -1.173 0.009 0.229 0.049
C 0.542 -4.093 2.280 0.016 0.173 0.154
H -3.269 0.302 -2.667 -0.024 -0.030 -0.007
C 1.257 3.940 0.485 0.104 -0.305 0.693
H 3.525 2.381 6.207 -0.004 -0.017 -0.036
C -3.255 -3.082 -2.604 0.003 0.035 -0.009
C -2.741 -0.890 -0.955 0.248 -0.099 -0.044
C -2.832 -3.280 -1.295 -0.060 -0.034 0.012
C 3.904 -0.841 -1.716 0.014 -0.002 0.000
C -3.280 1.463 2.492 -0.010 0.007 0.058
C 2.595 3.591 0.168 0.049 0.205 -0.023
C -3.225 5.342 -3.991 -0.005 -0.101 0.043
C 3.368 0.295 6.695 0.090 0.002 0.033
C 1.815 -1.020 -3.544 -0.004 0.017 0.018
H 4.600 -0.485 8.143 -0.036 0.013 0.085
C -0.833 4.810 -3.044 0.096 -0.022 -0.025
C -4.802 0.334 3.973 0.006 0.007 -0.007
H 5.198 0.685 4.137 -0.068 -0.015 -0.015
P -2.273 0.488 0.135 -0.235 -0.593 0.703
C 2.698 -0.195 -1.445 -0.295 -0.013 -0.107
C 4.733 0.088 3.362 0.002 -0.005 0.038
C -4.114 -0.726 1.927 -0.025 0.016 -0.003
H -5.160 4.325 -4.331 -0.004 0.000 -0.007
```
Positions in Å, forces in eV/Å.

Output
E_HOMO (alpha / beta) in eV: -9.53 / -9.53
Strongest force on any atom in Eh/bohr: 0.05425
Charge: +1
E_LUMO (alpha / beta) in eV: -3.1746 / -3.1758
Multiplicity: 1


Entry 4:
Computed, not measured: a structure of composition C41H35AsF3N5O3PSSc at a distorted geometry, with ωB97M-V with the def2-TZVPD basis set.

Geometry as XYZ:
```
91
Properties=species:S:1:pos:R:3:forces:R:3
N 1.823 2.279 -0.668 -0.141 0.413 0.361
C -0.527 -7.770 1.298 0.017 0.019 -0.029
H -3.115 1.075 0.907 0.109 -0.054 0.176
H -5.426 4.100 -1.892 0.042 0.017 0.046
H 0.071 -8.633 1.567 -0.039 0.061 -0.023
H 2.864 3.463 3.135 0.044 0.019 -0.037
C -0.820 -5.769 -0.022 -0.017 -0.023 0.080
C -4.559 4.111 -1.244 -0.117 0.032 -0.038
P -0.859 -0.107 -0.767 -0.200 -0.389 0.677
C -4.896 0.569 -0.138 0.052 -0.028 -0.026
H -2.047 -3.014 -1.125 -0.062 0.088 0.026
N 1.062 3.237 1.368 -0.512 -0.007 -0.034
H -2.137 -0.551 2.039 -0.166 0.053 -0.094
C -0.477 -0.530 3.363 0.030 0.025 -0.009
H 4.887 -4.129 -1.466 -0.030 -0.008 0.021
H -1.101 -0.687 4.234 0.032 0.002 -0.045
H 2.639 -4.433 -2.441 -0.005 -0.028 -0.011
F -0.137 6.473 -3.902 -0.088 0.141 -0.139
N 4.112 2.331 -1.070 0.278 0.145 0.314
C -1.754 -7.553 1.915 0.038 -0.022 -0.027
O 0.015 2.758 -3.271 0.408 0.475 -0.327
H 4.846 2.214 -1.751 0.098 -0.032 0.020
O 1.939 4.303 -3.566 -0.058 -0.009 -0.015
H 2.776 -0.276 2.461 -0.048 -0.014 -0.006
C -2.683 -0.100 -0.850 0.047 -0.072 -0.162
C -0.284 -0.241 0.971 -0.019 -0.019 -0.006
H -2.623 -1.170 -2.727 -0.061 0.026 0.041
H -3.481 -6.287 2.025 0.059 0.001 -0.046
H 0.894 -7.069 -0.138 0.021 0.010 0.000
H 5.143 -3.794 0.970 -0.044 -0.002 -0.010
H -2.116 -8.247 2.664 0.026 0.045 -0.039
C -3.448 3.354 -1.573 0.094 -0.058 -0.010
C 1.106 -0.203 1.121 0.023 0.009 0.075
S 0.601 4.148 -3.130 -0.277 -0.017 0.199
C -0.331 -1.738 -1.445 -0.177 0.300 -0.248
C 4.155 -3.894 0.538 -0.045 0.005 -0.007
C -4.526 4.870 -0.091 0.004 0.101 0.146
H -5.375 5.481 0.188 0.027 -0.012 0.003
As -0.110 -4.589 -1.401 -0.083 -0.144 -0.052
C 2.023 2.794 0.627 0.224 0.271 -0.014
H 1.744 -0.115 0.250 -0.006 -0.025 -0.025
C 3.391 2.941 1.127 -0.336 -0.173 0.023
C -1.069 -0.430 2.110 0.065 -0.056 -0.069
C -3.384 4.845 0.713 -0.421 0.173 0.085
C 4.012 -4.086 -0.829 -0.050 0.020 0.001
H 2.732 1.742 -2.449 -0.060 0.054 -0.094
C 1.611 -4.225 -0.566 0.192 -0.054 0.062
H -5.534 1.056 0.592 0.038 -0.029 -0.041
H 0.893 -4.028 1.458 0.022 -0.012 -0.026
H 1.358 -0.533 4.480 -0.035 0.020 -0.064
C -3.249 -0.676 -1.991 -0.127 -0.083 -0.025
C 5.761 2.930 0.613 0.084 -0.021 -0.058
H -3.431 2.749 -2.469 -0.001 -0.049 -0.063
F -0.345 4.902 -5.397 -0.078 0.144 -0.176
C 2.743 -4.257 -1.377 0.076 0.097 0.103
H 7.055 3.468 2.217 -0.051 -0.014 -0.003
H 0.750 -1.771 -1.302 0.082 0.022 0.025
N -2.357 3.330 -0.812 0.094 0.005 0.116
H -3.320 5.429 1.623 -0.044 -0.020 -0.054
C 3.028 -3.862 1.356 -0.030 0.049 -0.047
C 4.437 2.744 0.242 0.152 -0.200 -0.550
C -2.518 -6.454 1.556 0.026 0.095 -0.090
C -0.501 5.232 -4.136 0.245 -0.214 0.082
C 1.763 -4.020 0.807 0.067 -0.024 -0.016
C -1.075 4.003 1.109 -0.499 0.111 -0.050
N -0.181 3.174 0.742 0.836 0.234 0.381
C 3.681 3.319 2.440 -0.097 0.016 0.106
H -2.678 -4.724 0.312 0.017 0.020 0.021
C -2.334 4.056 0.327 0.560 -0.029 0.200
C -0.065 -6.885 0.333 -0.060 -0.102 0.096
H -5.045 -1.110 -3.075 0.013 0.010 0.044
H 3.141 -3.738 2.427 -0.015 0.008 -0.040
C -3.521 0.550 0.055 -0.008 0.031 0.021
C -1.011 -2.934 -0.799 -0.103 0.064 0.006
H -0.901 4.703 1.920 -0.010 -0.054 0.136
H -6.524 -0.033 -1.401 0.052 -0.003 -0.004
C -2.053 -5.564 0.588 -0.080 -0.124 0.080
F -1.763 5.043 -3.764 -0.022 0.001 0.032
C 6.028 3.313 1.909 0.071 0.041 0.127
C -4.623 -0.647 -2.192 0.006 0.057 0.032
H 5.218 3.792 3.845 -0.012 -0.019 -0.057
C 1.696 -0.300 2.372 0.008 -0.067 -0.044
O 0.285 4.503 -1.715 0.243 0.125 -0.587
C 2.875 2.107 -1.441 -0.358 -0.161 0.079
H -1.005 -2.888 0.291 0.107 0.064 0.008
C 0.903 -0.450 3.500 -0.035 -0.027 0.033
H 6.564 2.775 -0.099 -0.056 0.014 0.031
C -5.451 -0.036 -1.257 0.005 -0.028 -0.046
C 4.990 3.499 2.828 0.048 0.009 0.006
Sc -0.341 2.504 -1.261 -0.102 -1.164 -0.391
H -0.506 -1.719 -2.523 0.102 -0.056 -0.045
```
Positions in Å, forces in eV/Å.

Output
E_HOMO in eV: -12.12
Strongest force on any atom in Eh/bohr: 0.02396
Energy above the lowest of the compared OMol25 structures with the same formula, charge and spin in kcal/mol: 9.4
Charge: +2
E_LUMO in eV: -6.7332
Multiplicity: 1